{
  "formula": "C28H76N20O41S",
  "method": "the ωB97M-V functional and the def2-TZVPD basis",
  "e_tot_ev": -154802.2245,
  "gap_ev": 7.87,
  "relative_energy_kj_mol": 0.0,
  "molar_mass_da": 1381.08,
  "total_charge": 0,
  "elements": ["C", "C", "C", "C", "C", "N", "C", "C", "O", "C", "N", "C", "O", "O", "S", "C", "O", "O", "H", "H", "H", "H", "H", "H", "H", "H", "H", "H", "H", "H", "H", "H", "H", "H", "H", "H", "H", "H", "H", "H", "C", "N", "O", "O", "H", "H", "H", "C", "N", "O", "O", "H", "H", "H", "C", "N", "O", "O", "H", "H", "H", "C", "N", "O", "O", "H", "H", "H", "C", "N", "O", "O", "H", "H", "H", "C", "N", "O", "O", "H", "H", "H", "C", "N", "O", "O", "H", "H", "H", "C", "N", "O", "O", "H", "H", "H", "C", "N", "O", "O", "H", "H", "H", "C", "N", "O", "O", "H", "H", "H", "C", "N", "O", "O", "H", "H", "H", "C", "N", "O", "O", "H", "H", "H", "C", "N", "O", "O", "H", "H", "H", "C", "N", "O", "O", "H", "H", "H", "C", "N", "O", "O", "H", "H", "H", "C", "N", "O", "O", "H", "H", "H", "C", "N", "O", "O", "H", "H", "H", "C", "N", "O", "O", "H", "H", "H"],
  "xyz": [[-1.07353, -2.60838, 6.20305], [-1.46997, -2.21762, 4.75775], [-1.97627, -3.43983, 3.98688], [-1.73950, -3.47416, 2.48412], [-2.16171, -2.29252, 1.63771], [-1.32408, -1.07009, 1.72061], [-2.00486, -0.01804, 0.93574], [-1.40575, 1.38320, 0.98191], [-2.19401, 2.19554, 0.10435], [-1.44457, 2.06587, 2.34179], [-0.81737, 1.41927, 3.48128], [-0.02703, -1.33122, 1.31607], [0.87945, -1.66626, 2.04514], [0.20376, -1.24593, -0.08115], [1.51332, -0.43050, -0.53079], [2.79396, -1.63794, -0.69924], [1.20647, 0.11187, -1.82404], [1.91980, 0.53062, 0.44584], [-1.38464, -3.62890, 6.40286], [-1.48421, -1.96149, 6.96918], [0.01061, -2.58019, 6.26528], [-0.62005, -1.75609, 4.27201], [-2.27067, -1.48565, 4.80132], [-1.47246, -4.31920, 4.38117], [-3.03190, -3.56352, 4.21849], [-2.33977, -4.30382, 2.11099], [-0.71106, -3.74742, 2.26734], [-3.19104, -1.99571, 1.79564], [-2.12859, -2.64132, 0.59735], [-3.00975, 0.05471, 1.34698], [-2.14567, -0.34881, -0.09600], [-0.39272, 1.39217, 0.58985], [-3.08347, 1.82727, 0.06722], [-0.93569, 3.01952, 2.18499], [-2.47081, 2.31742, 2.57511], [-0.06651, 0.79424, 3.23576], [-1.49238, 0.97258, 4.07999], [2.45328, -2.61204, -0.37464], [3.62370, -1.34128, -0.07494], [3.08534, -1.62404, -1.74066], [-6.04041, -1.35069, -0.08111], [-5.57692, -0.60110, 1.11607], [-5.38053, -1.21473, 2.14921], [-5.41304, 0.59700, 0.98614], [-6.14188, -2.39498, 0.18713], [-6.99545, -0.92913, -0.37762], [-5.29427, -1.20999, -0.86001], [0.38398, -2.15845, 10.31336], [-0.92049, -2.04231, 9.60536], [-1.71453, -2.95479, 9.73429], [-1.08573, -1.04683, 8.93609], [0.39455, -3.09282, 10.86051], [1.16355, -2.13233, 9.55852], [0.46625, -1.30711, 10.98129], [-4.77695, -3.75445, 9.73405], [-6.01430, -4.56495, 9.89981], [-6.49850, -5.07344, 8.90753], [-6.46362, -4.66249, 11.02300], [-4.49882, -3.75974, 8.68793], [-5.00074, -2.75130, 10.07475], [-4.00212, -4.20455, 10.34490], [-2.67112, 1.33283, -3.42722], [-3.43363, 0.19578, -2.84640], [-3.42985, 0.08408, -1.63027], [-4.01401, -0.55087, -3.60242], [-2.21896, 1.89031, -2.61408], [-1.92209, 0.90517, -4.08612], [-3.37018, 1.93875, -3.98633], [-4.55735, 5.66964, -3.29277], [-4.16712, 4.50558, -4.13197], [-2.99751, 4.17072, -4.14166], [-5.04549, 3.94820, -4.75851], [-3.67651, 6.05067, -2.80141], [-4.99089, 6.41105, -3.95193], [-5.28762, 5.31281, -2.57138], [6.45206, -0.56241, -1.24206], [6.30775, -2.03428, -1.43286], [5.85870, -2.68290, -0.50687], [6.64740, -2.48849, -2.50524], [6.11482, -0.31635, -0.24260], [7.49990, -0.31295, -1.37625], [5.83577, -0.07967, -1.99715], [1.09525, -1.36574, -5.68305], [-0.06771, -1.51576, -6.60208], [-0.91045, -2.35118, -6.32814], [-0.10078, -0.78995, -7.57210], [0.97953, -2.07833, -4.87411], [1.99241, -1.56251, -6.25929], [1.09250, -0.35105, -5.31328], [9.03765, -3.54171, -4.71762], [9.68561, -2.20090, -4.74145], [9.93533, -1.66239, -3.68234], [9.92225, -1.72358, -5.83455], [8.89172, -3.82596, -3.68242], [8.09538, -3.45617, -5.23282], [9.69805, -4.23444, -5.22852], [-4.17853, 4.05930, 5.25290], [-3.25606, 2.89487, 5.32388], [-2.29901, 2.95157, 6.05828], [-3.54352, 1.93857, 4.61544], [-3.82821, 4.82647, 5.92256], [-4.17485, 4.40508, 4.22248], [-5.16606, 3.70081, 5.52327], [-4.36199, 7.42390, 9.28165], [-4.74430, 6.38014, 8.29054], [-4.45203, 6.57022, 7.12444], [-5.32264, 5.40509, 8.71511], [-3.85684, 8.22496, 8.75681], [-5.27555, 7.77260, 9.75227], [-3.70875, 6.95389, 10.00965], [2.74255, 2.27791, -3.89727], [3.68081, 1.13423, -4.03676], [4.78107, 1.23064, -3.52797], [3.28394, 0.16756, -4.66146], [3.23488, 3.05333, -3.32436], [2.49851, 2.61752, -4.89968], [1.86198, 1.90608, -3.38232], [11.02408, 0.21251, -8.16422], [11.23829, 0.76365, -9.53061], [12.20480, 0.37417, -10.15713], [10.42858, 1.57341, -9.93540], [11.81562, -0.48642, -7.94764], [11.03965, 1.04519, -7.46966], [10.05624, -0.27820, -8.15808], [15.48465, -1.18079, -6.80726], [14.72497, -0.03091, -6.24283], [15.30783, 0.72670, -5.49810], [13.56081, 0.06614, -6.57749], [16.49781, -1.13957, -6.42752], [14.97981, -2.08823, -6.49180], [15.46147, -1.08339, -7.88823], [-1.43973, -5.30522, -4.24749], [-0.00329, -5.43918, -3.87388], [0.70690, -4.46158, -4.01810], [0.36701, -6.51347, -3.45529], [-1.60603, -4.29576, -4.60561], [-1.64057, -6.03697, -5.02333], [-2.02549, -5.51572, -3.35825], [-9.72249, 1.01700, 1.47765], [-9.67964, 0.16388, 0.25738], [-9.45997, -1.02414, 0.40278], [-9.86432, 0.71718, -0.80401], [-9.54121, 0.38622, 2.33923], [-8.95147, 1.77417, 1.37009], [-10.70668, 1.47226, 1.52060], [-7.29903, 0.82381, 4.77056], [-7.20510, 1.91434, 5.78021], [-7.18688, 1.60949, 6.95197], [-7.13894, 3.05385, 5.35780], [-7.34588, -0.12392, 5.29294], [-8.19940, 1.00117, 4.19104], [-6.41242, 0.88688, 4.14372], [4.98590, -4.96215, -6.03697], [6.14172, -5.34045, -6.89671], [7.24787, -4.95782, -6.55960], [5.90449, -6.01169, -7.87493], [5.35060, -4.36943, -5.20598], [4.29735, -4.39609, -6.65506], [4.52492, -5.87995, -5.69098], [-1.49536, 9.68453, -4.18450], [-2.26719, 8.57092, -3.56725], [-2.26596, 8.47598, -2.35819], [-2.85375, 7.82114, -4.32331], [-1.03311, 10.25911, -3.39172], [-0.75156, 9.23910, -4.83727], [-2.19582, 10.28668, -4.75417]],
  "forces_ev_per_angstrom": [[0.07, 0.04, -0.61], [-0.20, -0.26, 0.62], [0.42, 0.31, 0.05], [-0.52, -0.10, 0.13], [0.39, -0.44, -0.39], [-0.30, 0.28, -0.68], [0.01, -0.22, 0.08], [-0.67, -0.21, 0.06], [0.30, 0.08, -0.33], [0.84, 0.30, 0.17], [-0.09, 0.24, -0.01], [1.28, -0.69, 1.74], [-1.10, 0.27, -1.14], [-0.08, 0.63, 0.27], [1.05, 1.22, -0.78], [-0.18, -0.17, 0.09], [-0.35, -0.63, -0.14], [-0.42, -0.39, 0.50], [-0.10, -0.16, 0.21], [-0.05, 0.10, -0.11], [0.19, -0.06, 0.27], [0.10, 0.09, -0.23], [-0.04, 0.30, -0.16], [0.02, -0.22, 0.10], [-0.22, -0.09, -0.09], [0.01, -0.19, -0.19], [0.27, 0.12, 0.01], [-0.06, 0.08, 0.47], [-0.09, 0.03, -0.20], [-0.09, 0.04, 0.30], [0.33, 0.13, 0.09], [0.17, 0.01, -0.06], [-0.03, 0.00, 0.02], [-0.06, 0.22, -0.13], [-0.29, -0.16, 0.06], [0.00, -0.12, 0.02], [0.04, -0.27, -0.04], [-0.10, -0.17, -0.09], [0.06, 0.16, 0.20], [-0.01, -0.19, -0.22], [0.03, -0.21, -0.04], [-0.03, -0.02, 0.02], [-0.08, 0.11, -0.15], [-0.07, 0.01, 0.05], [-0.02, 0.00, 0.09], [0.01, 0.04, -0.05], [-0.01, 0.12, 0.02], [0.02, -0.14, 0.09], [0.22, 0.00, 0.00], [-0.09, 0.13, -0.06], [-0.15, -0.03, 0.27], [-0.04, -0.02, -0.01], [0.00, 0.09, -0.02], [0.03, 0.06, -0.06], [0.08, -0.06, -0.18], [-0.10, -0.06, -0.10], [0.06, 0.05, 0.10], [0.04, 0.01, -0.01], [-0.02, -0.03, -0.02], [0.01, 0.07, 0.12], [-0.03, 0.04, 0.08], [0.08, -0.10, 0.17], [0.05, 0.03, -0.01], [-0.40, -0.11, -0.29], [0.07, 0.04, 0.09], [-0.03, -0.05, 0.06], [-0.04, 0.00, -0.10], [-0.05, -0.05, -0.17], [-0.06, -0.15, 0.24], [0.03, 0.00, -0.06], [-0.04, 0.21, 0.00], [0.04, 0.02, 0.07], [0.09, 0.01, -0.01], [-0.07, 0.00, -0.02], [-0.08, -0.04, -0.10], [-0.13, 0.02, 0.07], [0.07, 0.10, 0.16], [0.01, 0.00, -0.17], [-0.05, -0.06, 0.00], [0.01, -0.06, 0.04], [0.01, -0.03, -0.14], [0.15, -0.01, -0.06], [-0.24, -0.32, 0.12], [-0.06, -0.15, 0.05], [0.05, 0.09, -0.02], [0.00, 0.01, 0.01], [-0.02, -0.03, -0.03], [0.02, 0.14, -0.05], [0.04, 0.12, -0.09], [0.21, 0.10, 0.43], [0.03, 0.04, 0.08], [-0.02, -0.04, -0.07], [-0.01, -0.02, 0.02], [0.01, 0.05, 0.03], [-0.05, 0.02, -0.16], [-0.05, 0.04, -0.15], [0.19, -0.03, -0.08], [-0.15, 0.00, -0.12], [-0.06, -0.07, -0.01], [-0.05, -0.03, 0.27], [0.06, 0.00, 0.09], [-0.03, -0.08, -0.04], [0.06, 0.11, 0.00], [0.07, 0.12, -0.07], [-0.01, -0.04, -0.03], [-0.04, 0.15, 0.17], [0.03, 0.05, -0.03], [0.00, -0.02, -0.05], [-0.01, -0.07, 0.06], [-0.06, -0.04, 0.05], [0.00, 0.14, 0.05], [0.05, -0.12, -0.08], [-0.20, -0.08, -0.03], [0.26, 0.26, 0.25], [0.05, -0.01, 0.01], [-0.04, -0.06, -0.02], [-0.04, -0.07, -0.01], [-0.08, -0.13, -0.05], [0.03, 0.00, -0.01], [-0.06, 0.03, 0.03], [0.04, -0.04, 0.02], [0.06, -0.02, -0.03], [-0.06, 0.02, 0.01], [-0.07, 0.10, 0.00], [0.14, 0.00, 0.04], [0.00, 0.03, 0.00], [-0.05, -0.04, -0.05], [0.17, 0.03, 0.12], [0.00, 0.04, 0.03], [-0.07, 0.00, -0.06], [-0.09, -0.03, -0.01], [-0.04, 0.18, -0.04], [-0.02, 0.14, -0.08], [0.07, -0.07, 0.07], [-0.01, 0.01, 0.00], [0.06, 0.01, -0.02], [-0.01, -0.07, 0.05], [0.01, -0.10, 0.00], [0.02, -0.06, 0.11], [-0.03, -0.03, -0.03], [0.06, 0.10, 0.00], [0.03, -0.03, 0.06], [-0.02, -0.07, -0.04], [-0.04, 0.05, -0.05], [0.01, 0.07, -0.05], [0.09, -0.11, 0.03], [0.03, -0.07, 0.17], [0.00, -0.02, -0.10], [-0.21, -0.08, -0.12], [0.01, 0.02, 0.05], [0.04, 0.07, -0.03], [-0.01, 0.04, -0.04], [0.05, 0.14, 0.13], [0.05, -0.05, 0.01], [-0.20, -0.15, -0.16], [0.01, 0.05, 0.05], [0.04, 0.00, -0.02], [-0.06, -0.06, -0.05], [-0.07, -0.07, -0.06], [0.07, 0.07, 0.10], [-0.01, -0.04, 0.03], [-0.01, 0.00, -0.07], [0.15, 0.23, -0.09], [-0.01, -0.03, 0.05], [-0.05, -0.02, -0.07], [-0.01, -0.05, -0.07]]
}